(1)
{
  "formula": "C44H48N4OP2S2Sn",
  "method": "ωB97M-V/def2-TZVPD",
  "elements": ["Sn", "S", "P", "C", "P", "S", "C", "C", "C", "C", "C", "C", "C", "C", "C", "C", "C", "C", "C", "C", "C", "C", "C", "C", "C", "C", "C", "C", "C", "C", "H", "H", "H", "H", "H", "H", "H", "H", "H", "H", "H", "H", "H", "H", "H", "H", "H", "H", "H", "H", "C", "C", "C", "C", "C", "C", "C", "N", "C", "C", "C", "C", "C", "C", "C", "N", "C", "C", "C", "C", "H", "H", "H", "H", "H", "H", "H", "H", "H", "H", "H", "H", "H", "H", "H", "H", "H", "H", "H", "H", "H", "H", "H", "H", "N", "C", "N", "O", "H", "H", "H", "H"],
  "xyz": [[0.592, -0.671, -0.096], [1.247, -0.128, -3.843], [-0.714, -0.439, -4.282], [-0.262, 0.188, -2.697], [-0.534, 1.885, -2.201], [0.607, 2.009, -0.550], [-2.307, 1.932, -1.815], [-3.262, 1.245, -2.558], [-4.605, 1.401, -2.264], [-4.990, 2.234, -1.224], [-4.038, 2.883, -0.452], [-2.696, 2.740, -0.753], [-0.219, 3.223, -3.380], [-1.230, 3.659, -4.234], [-0.942, 4.634, -5.172], [0.336, 5.165, -5.256], [1.341, 4.714, -4.415], [1.067, 3.739, -3.474], [-1.181, -2.160, -4.004], [-1.743, -2.451, -2.763], [-1.948, -3.766, -2.395], [-1.593, -4.785, -3.263], [-1.054, -4.492, -4.507], [-0.845, -3.178, -4.888], [-1.211, 0.327, -5.836], [-0.453, 1.363, -6.371], [-0.847, 1.916, -7.575], [-1.971, 1.434, -8.230], [-2.712, 0.391, -7.691], [-2.341, -0.165, -6.482], [-2.953, 0.603, -3.380], [-5.354, 0.883, -2.845], [-6.038, 2.385, -1.023], [-4.346, 3.505, 0.375], [-1.932, 3.253, -0.183], [-2.228, 3.247, -4.157], [-1.714, 4.969, -5.847], [0.556, 5.931, -5.983], [2.339, 5.111, -4.495], [1.832, 3.381, -2.799], [-2.022, -1.643, -2.095], [-2.374, -3.983, -1.427], [-1.728, -5.812, -2.965], [-0.773, -5.289, -5.176], [-0.410, -2.942, -5.849], [0.436, 1.721, -5.868], [-0.263, 2.718, -8.000], [-2.273, 1.865, -9.172], [-3.576, 0.002, -8.208], [-2.907, -0.974, -6.041], [-2.633, 2.997, 5.548], [-1.621, 1.861, 5.713], [-2.231, 0.772, 6.612], [-0.354, 2.450, 6.356], [-1.244, 1.217, 4.397], [-1.863, 1.503, 3.182], [-1.415, 0.882, 2.035], [-0.410, 0.016, 2.008], [0.186, -0.309, 3.164], [-0.219, 0.272, 4.356], [1.273, -1.301, 3.095], [1.879, -1.809, 4.237], [2.902, -2.746, 4.154], [3.242, -3.173, 2.869], [2.613, -2.612, 1.780], [1.661, -1.691, 1.876], [3.640, -3.268, 5.361], [5.135, -2.949, 5.201], [3.448, -4.788, 5.455], [3.149, -2.622, 6.657], [-2.905, 3.374, 6.531], [-3.545, 2.656, 5.063], [-2.201, 3.818, 4.979], [-2.467, 1.187, 7.588], [-1.549, -0.063, 6.754], [-3.153, 0.398, 6.172], [-0.628, 3.039, 7.227], [0.156, 3.103, 5.650], [0.340, 1.680, 6.682], [-2.679, 2.202, 3.122], [-1.869, 1.099, 1.076], [0.269, 0.004, 5.276], [1.542, -1.468, 5.199], [4.007, -3.914, 2.710], [2.886, -2.892, 0.772], [5.580, -3.508, 4.384], [5.656, -3.220, 6.115], [5.294, -1.887, 5.021], [3.794, -5.292, 4.556], [2.399, -5.033, 5.615], [4.024, -5.166, 6.296], [3.306, -1.545, 6.639], [3.715, -3.024, 7.492], [2.099, -2.842, 6.836], [5.009, -0.693, -1.472], [3.771, -1.199, -1.482], [3.563, -2.330, -2.178], [2.858, -0.663, -0.826], [5.754, -1.074, -2.029], [5.187, 0.135, -0.929], [4.267, -2.714, -2.783], [2.616, -2.651, -2.304]],
  "fmax_ev_per_a": 1.596,
  "homo_lumo_gap_ha": 0.27126,
  "e_homo_ev": -12.313,
  "total_charge": 2,
  "total_energy_ha": -3692.7740
}



(2)
{
  "formula": "C44H48N8O3SSiTi",
  "method": "ωB97M-V/def2-TZVPD",
  "elements": ["Ti", "N", "C", "C", "C", "C", "C", "C", "S", "O", "O", "N", "C", "N", "C", "C", "C", "N", "H", "H", "H", "H", "H", "H", "H", "H", "H", "C", "C", "C", "C", "C", "C", "Si", "C", "C", "C", "C", "C", "C", "C", "C", "C", "C", "C", "C", "H", "H", "H", "H", "H", "H", "H", "H", "H", "H", "H", "H", "H", "H", "H", "C", "N", "C", "N", "C", "N", "C", "N", "C", "C", "H", "H", "H", "H", "H", "H", "H", "H", "H", "H", "H", "H", "C", "C", "C", "C", "C", "C", "C", "O", "C", "C", "C", "H", "H", "H", "H", "H", "H", "H", "H", "H", "H", "H", "H"],
  "xyz": [[-0.963, 0.180, -0.169], [-5.946, 1.769, -6.623], [-5.087, 1.574, -5.568], [-5.273, 0.497, -4.689], [-4.456, 0.346, -3.590], [-3.450, 1.276, -3.363], [-3.228, 2.333, -4.232], [-4.046, 2.483, -5.332], [-2.391, 1.068, -1.987], [-3.135, 1.103, -0.732], [-1.318, 2.053, -2.004], [-1.728, -0.396, -1.972], [-0.439, -0.354, -2.478], [0.474, -0.450, -1.471], [1.748, -0.251, -1.831], [2.092, 0.025, -3.140], [1.082, 0.051, -4.083], [-0.199, -0.130, -3.752], [-6.515, 0.997, -6.919], [-5.664, 2.408, -7.344], [-6.068, -0.213, -4.878], [-4.576, -0.483, -2.900], [-2.413, 3.016, -4.032], [-3.890, 3.303, -6.022], [2.490, -0.326, -1.047], [3.120, 0.217, -3.409], [1.261, 0.239, -5.134], [-2.658, -4.371, 4.817], [-2.943, -4.786, 3.524], [-2.892, -3.878, 2.475], [-2.554, -2.539, 2.679], [-2.300, -2.140, 3.994], [-2.341, -3.040, 5.048], [-2.483, -1.280, 1.225], [-3.389, 0.214, 2.048], [-4.727, 0.574, 1.882], [-5.262, 1.690, 2.507], [-4.473, 2.471, 3.339], [-3.140, 2.138, 3.520], [-2.605, 1.038, 2.864], [-3.457, -2.267, -0.117], [-4.842, -2.306, -0.271], [-5.442, -3.024, -1.301], [-4.660, -3.741, -2.193], [-3.279, -3.739, -2.044], [-2.693, -3.009, -1.023], [-2.676, -5.081, 5.635], [-3.212, -5.819, 3.338], [-3.124, -4.220, 1.472], [-2.073, -1.101, 4.202], [-2.138, -2.703, 6.059], [-5.367, -0.023, 1.245], [-6.302, 1.952, 2.354], [-4.893, 3.335, 3.840], [-2.517, 2.737, 4.175], [-1.551, 0.811, 2.996], [-5.477, -1.783, 0.433], [-6.521, -3.038, -1.400], [-5.122, -4.304, -2.994], [-2.662, -4.308, -2.730], [-1.611, -3.012, -0.921], [1.297, -2.841, 0.985], [2.758, -2.973, 1.077], [3.256, -1.957, 2.004], [2.654, -2.074, 3.331], [1.197, -1.956, 3.181], [0.654, -2.974, 2.285], [0.985, -4.290, 2.829], [2.437, -4.471, 2.966], [3.050, -4.292, 1.650], [2.945, -3.416, 3.846], [0.928, -3.634, 0.328], [1.029, -1.868, 0.558], [3.019, -0.971, 1.597], [4.341, -2.053, 2.095], [0.955, -0.966, 2.784], [0.735, -2.065, 4.163], [0.590, -5.057, 2.158], [0.520, -4.398, 3.810], [2.677, -5.062, 0.972], [4.133, -4.402, 1.748], [4.028, -3.528, 3.942], [2.486, -3.521, 4.831], [1.801, 6.487, 4.217], [1.650, 5.190, 3.473], [2.570, 4.155, 3.614], [2.427, 2.952, 2.952], [3.446, 1.864, 3.171], [1.303, 2.737, 2.104], [1.180, 1.465, 1.495], [0.088, 0.944, 0.944], [0.371, 3.806, 1.927], [-0.783, 3.719, 0.965], [0.569, 4.987, 2.618], [2.833, 6.655, 4.525], [1.180, 6.489, 5.115], [1.482, 7.321, 3.591], [3.414, 4.286, 4.284], [4.207, 2.206, 3.870], [3.945, 1.592, 2.237], [2.982, 0.958, 3.569], [2.032, 0.796, 1.523], [-0.445, 3.410, -0.023], [-1.254, 4.697, 0.869], [-1.543, 3.013, 1.296], [-0.140, 5.797, 2.479]],
  "spin_multiplicity": 3,
  "fmax_ev_per_a": 3.399,
  "de_lowest_kcal_mol": 64.91,
  "homo_lumo_gap_ha": [0.22117, 0.24788],
  "e_homo_ev": [-6.363, -7.232],
  "total_charge": 0,
  "total_energy_ha": -3906.3714
}



(3)
{
  "formula": "C44H49MoN5O4P",
  "method": "ωB97M-V/def2-TZVPD",
  "elements": ["Mo", "C", "O", "C", "C", "C", "C", "C", "C", "N", "C", "N", "C", "C", "C", "C", "C", "C", "O", "C", "N", "C", "C", "C", "C", "C", "C", "O", "C", "H", "H", "H", "H", "H", "H", "H", "H", "H", "H", "H", "H", "H", "H", "H", "H", "H", "H", "H", "H", "H", "H", "O", "P", "C", "C", "C", "C", "C", "C", "C", "C", "C", "C", "C", "C", "C", "C", "C", "C", "C", "C", "H", "H", "H", "H", "H", "H", "H", "H", "H", "H", "H", "H", "H", "H", "H", "C", "C", "C", "C", "N", "N", "H", "H", "H", "H", "H", "H", "H", "H", "H", "H", "H", "H"],
  "xyz": [[0.134, -0.028, -0.259], [1.720, 0.792, 7.225], [1.685, 0.146, 5.940], [2.499, -0.925, 5.761], [3.393, -1.430, 6.692], [4.159, -2.547, 6.373], [4.029, -3.182, 5.147], [3.120, -2.690, 4.220], [2.385, -1.555, 4.522], [1.416, -0.990, 3.624], [1.630, -0.679, 2.358], [2.799, -0.905, 1.776], [3.093, -0.804, 0.400], [2.094, -0.554, -0.551], [2.395, -0.618, -1.918], [3.674, -0.946, -2.334], [4.666, -1.146, -1.389], [4.408, -1.053, -0.025], [5.473, -1.288, 0.770], [5.675, -0.645, 2.033], [0.655, -0.070, 1.626], [-0.711, -0.005, 2.085], [-1.497, -1.128, 1.734], [-2.845, -1.189, 1.999], [-3.421, -0.110, 2.670], [-2.667, 0.985, 3.050], [-1.299, 1.074, 2.774], [-0.712, 2.190, 3.213], [0.694, 2.438, 3.113], [1.006, 1.606, 7.168], [2.715, 1.189, 7.424], [1.424, 0.096, 8.009], [3.499, -0.963, 7.660], [4.858, -2.930, 7.105], [4.606, -4.067, 4.921], [2.959, -3.222, 3.288], [0.600, -0.587, 4.069], [3.518, -1.271, 2.388], [1.621, -0.454, -2.667], [3.905, -1.033, -3.388], [5.682, -1.376, -1.681], [6.750, -0.597, 2.168], [5.264, -1.230, 2.860], [5.270, 0.369, 2.026], [-0.980, -1.989, 1.311], [-3.429, -2.053, 1.716], [-4.474, -0.133, 2.920], [-3.118, 1.808, 3.589], [0.834, 3.437, 3.512], [1.031, 2.410, 2.079], [1.254, 1.730, 3.727], [-1.280, -0.697, -1.378], [-2.047, -1.049, -2.728], [-2.715, -2.663, -2.531], [-3.864, -3.014, -3.244], [-4.361, -4.303, -3.136], [-3.722, -5.230, -2.323], [-2.579, -4.882, -1.612], [-2.072, -3.598, -1.715], [-0.892, -0.965, -4.056], [-0.336, -2.136, -4.569], [0.647, -2.057, -5.548], [1.068, -0.819, -6.010], [0.513, 0.356, -5.503], [-0.466, 0.288, -4.527], [-3.279, 0.202, -2.913], [-3.911, 0.702, -1.766], [-4.935, 1.626, -1.899], [-5.341, 2.036, -3.166], [-4.726, 1.530, -4.303], [-3.694, 0.611, -4.183], [-4.374, -2.292, -3.871], [-5.251, -4.582, -3.684], [-4.118, -6.234, -2.241], [-2.085, -5.613, -0.986], [-1.173, -3.330, -1.174], [-0.677, -3.103, -4.222], [1.072, -2.962, -5.960], [1.820, -0.764, -6.787], [0.828, 1.315, -5.894], [-0.929, 1.200, -4.166], [-3.618, 0.363, -0.778], [-5.431, 2.015, -1.020], [-6.150, 2.749, -3.267], [-5.052, 1.847, -5.285], [-3.218, 0.220, -5.074], [-1.995, 4.449, -0.713], [-0.586, 4.001, -1.073], [0.434, 4.625, -0.135], [-0.265, 4.320, -2.534], [-0.609, 2.514, -0.863], [0.603, 1.825, -1.219], [-2.052, 5.537, -0.743], [-2.264, 4.118, 0.290], [-2.728, 4.060, -1.426], [0.489, 5.696, -0.328], [1.452, 4.249, -0.285], [0.149, 4.484, 0.909], [-0.490, 5.364, -2.750], [-0.874, 3.714, -3.213], [0.791, 4.171, -2.773], [-1.345, 2.126, -1.455], [1.392, 2.301, -0.779], [0.804, 1.800, -2.225]],
  "spin_multiplicity": 3,
  "fmax_ev_per_a": 0.676,
  "de_lowest_kcal_mol": 0.00,
  "homo_lumo_gap_ha": [0.21393, 0.23341],
  "e_homo_ev": [-15.263, -15.272],
  "total_charge": 3,
  "total_energy_ha": -2689.4842
}



(4)
{
  "formula": "C44H49NP2Tc",
  "method": "ωB97M-V/def2-TZVPD",
  "elements": ["Tc", "C", "C", "C", "C", "C", "C", "C", "C", "C", "H", "H", "H", "H", "H", "H", "H", "H", "H", "H", "H", "H", "H", "H", "H", "P", "P", "C", "C", "C", "C", "C", "C", "C", "C", "C", "C", "C", "C", "C", "C", "C", "C", "C", "C", "C", "C", "C", "C", "C", "C", "C", "C", "H", "H", "H", "H", "H", "H", "H", "H", "H", "H", "H", "H", "H", "H", "H", "H", "H", "H", "H", "H", "H", "H", "C", "N", "C", "C", "C", "C", "C", "C", "C", "C", "H", "H", "H", "H", "H", "H", "H", "H", "H", "H", "H", "H"],
  "xyz": [[-1.879, 1.184, -3.415], [-3.097, 2.213, -4.521], [-3.747, 1.831, -3.249], [-4.820, 0.758, -3.335], [-4.234, -0.636, -3.605], [-2.696, -0.629, -3.527], [-1.878, -0.288, -4.700], [-2.627, 0.120, -5.974], [-3.402, 1.458, -5.824], [-0.333, -1.852, 0.096], [-2.996, 3.295, -4.659], [-4.025, 2.637, -2.540], [-5.548, 0.996, -4.127], [-5.381, 0.732, -2.390], [-4.575, -1.329, -2.819], [-4.600, -1.072, -4.563], [-2.314, -1.480, -2.952], [-1.012, -0.944, -4.861], [-3.307, -0.675, -6.326], [-1.878, 0.236, -6.771], [-3.050, 2.115, -6.634], [-4.484, 1.314, -6.002], [-0.201, -1.044, -0.639], [0.429, -2.622, -0.118], [-0.178, -1.433, 1.105], [-1.764, 1.091, -0.447], [-1.968, -2.500, -0.029], [-2.998, 0.034, 0.185], [-3.209, -1.277, -0.224], [-2.432, 2.737, -0.022], [-3.793, 3.087, 0.238], [-4.091, 4.334, 0.795], [-3.084, 5.270, 1.065], [-1.782, 4.978, 0.659], [-1.497, 3.789, -0.002], [-0.318, 3.141, -3.891], [0.764, 2.865, -4.719], [1.658, 3.848, -5.205], [1.505, 5.175, -4.767], [0.485, 5.463, -3.849], [-0.393, 4.443, -3.403], [-2.262, -3.409, 1.544], [-2.675, -2.674, 2.674], [-2.886, -3.314, 3.906], [-2.680, -4.708, 4.008], [-2.250, -5.447, 2.889], [-2.043, -4.797, 1.659], [-2.050, -3.677, -1.386], [-0.968, -3.864, -2.260], [-1.102, -4.679, -3.381], [-2.314, -5.327, -3.636], [-3.390, -5.169, -2.757], [-3.257, -4.351, -1.634], [-3.735, 0.463, 0.867], [-4.199, -1.618, -0.562], [-4.633, 2.415, 0.021], [-5.120, 4.601, 1.036], [-3.300, 6.214, 1.572], [-0.965, 5.668, 0.870], [-0.516, 3.657, -0.462], [0.900, 1.838, -5.026], [2.465, 3.626, -5.933], [2.162, 5.978, -5.134], [0.361, 6.487, -3.466], [-1.146, 4.714, -2.682], [-2.848, -1.593, 2.606], [-3.208, -2.739, 4.787], [-2.864, -5.217, 4.969], [-2.084, -6.534, 2.982], [-1.704, -5.386, 0.802], [-0.018, -3.360, -2.083], [-0.263, -4.797, -4.072], [-2.430, -5.951, -4.525], [-4.341, -5.673, -2.945], [-4.088, -4.227, -0.944], [-0.062, 0.446, 3.811], [0.586, 0.581, 2.537], [1.823, -0.119, 2.321], [-0.081, 1.400, 1.593], [0.704, 1.677, 0.334], [1.859, 2.442, 0.396], [2.665, 2.489, -0.757], [2.338, 1.702, -1.865], [1.104, 1.019, -1.932], [0.155, 1.203, -0.867], [0.711, 0.357, 4.582], [-0.713, -0.447, 3.858], [-0.684, 1.336, 3.995], [2.484, 0.394, 1.610], [2.317, -0.176, 3.304], [1.669, -1.158, 1.972], [-1.053, 0.840, 1.405], [-0.413, 2.346, 2.061], [2.102, 2.976, 1.328], [3.555, 3.124, -0.740], [3.053, 1.641, -2.711], [0.915, 0.341, -2.772]],
  "spin_multiplicity": 4,
  "fmax_ev_per_a": 7.150,
  "de_lowest_kcal_mol": 77.24,
  "homo_lumo_gap_ha": [0.19157, 0.14202],
  "e_homo_ev": [-12.315, -12.263],
  "total_charge": 2,
  "total_energy_ha": -2523.3771
}